Here is an isolated molecule of C4H10N2O2 in a non-equilibrium geometry from the OMol25 dataset. Energies are from ωB97M-V with the def2-TZVPD basis set.

Structure (XYZ):
```
18
Properties=species:S:1:pos:R:3
C -1.24845 0.48778 -0.09338
N -1.58508 0.46741 1.34566
C -1.66618 1.63054 2.04851
O -1.26964 2.71956 1.71677
C 0.24018 0.42005 -0.34739
N 0.65341 -1.01850 -0.47980
C 1.99850 -1.33528 -0.88145
O 2.22437 -1.06375 -2.25639
H -1.89593 -0.24310 -0.56600
H -1.77550 1.38810 -0.40234
H -1.67220 -0.39998 1.84399
H -2.18710 1.50342 3.02615
H 0.63321 0.72494 0.63883
H 0.83348 0.99109 -1.05034
H -0.09222 -1.60103 -0.82606
H 2.63273 -0.56572 -0.43752
H 2.28326 -2.31495 -0.48840
H 1.89316 -1.79057 -2.79084
```

The SMILES is O=CNCCNCO. The value obtained for the gap between HOMO and LUMO is 0.356 Eh. For the total energy, the calculation gives -418.370680 Ha.

Here is a structure of composition C50H44GeN3OPtS from the OMol25 dataset. Energies are from ωB97M-V with the def2-TZVPD basis set.

Structure (XYZ):
```
101
Properties=species:S:1:pos:R:3
Pt 0.49830 0.31444 0.32918
C -3.58982 -2.50222 2.65171
C -3.48719 -2.14672 4.10392
C -4.61408 -2.15121 4.92098
C -4.53255 -1.85588 6.27305
C -3.30677 -1.54527 6.84213
C -2.17584 -1.51374 6.04294
C -2.26526 -1.80866 4.68768
N -1.08620 -1.76181 3.88886
C -0.89219 -0.86450 2.87740
N -1.74656 0.18516 2.88488
C -1.83395 1.31667 2.05069
C -1.06931 1.49708 0.89399
C -1.28848 2.68397 0.16319
C -2.22891 3.61640 0.54202
C -2.99360 3.39264 1.67764
C -2.80658 2.26025 2.44479
C -3.65536 2.03216 3.67018
N 0.05615 -1.00182 2.00326
C 0.92427 -2.12043 2.13244
C 0.49015 -3.39306 1.76866
C 1.33458 -4.48240 1.91577
C 2.61598 -4.29586 2.41034
C 3.04559 -3.02351 2.76061
C 2.21428 -1.91666 2.63743
C 2.67953 -0.54504 3.01710
H -4.48132 -3.10028 2.47020
H -2.71887 -3.06733 2.31699
H -3.65353 -1.61041 2.02315
H -5.57210 -2.41097 4.48588
H -5.42604 -1.87621 6.88313
H -3.23144 -1.31979 7.89748
H -1.20960 -1.25289 6.45622
H -0.39658 -2.49270 3.97623
H -2.35752 0.20548 3.68427
H -0.67359 2.87260 -0.70595
H -2.37059 4.51526 -0.04436
H -3.74782 4.11071 1.97743
H -4.37203 2.84201 3.78829
H -3.05703 1.99238 4.58733
H -4.22734 1.09923 3.60889
H -0.50675 -3.51568 1.35342
H 0.99235 -5.46881 1.62643
H 3.28556 -5.13939 2.52002
H 4.04949 -2.88065 3.14260
H 3.66034 -0.58973 3.48784
H 1.98526 -0.06268 3.70886
H 2.75270 0.09855 2.13392
C 0.80499 1.27872 -5.59707
C 0.63439 -0.07842 -5.37941
C 0.11796 -0.53044 -4.17173
C -0.23397 0.36210 -3.16306
C -0.06286 1.72569 -3.40290
C 0.45178 2.18295 -4.60468
Ge -0.98566 -0.28075 -1.46491
C -0.81232 -2.23606 -1.44836
C 0.42283 -2.83984 -1.68447
C 0.54616 -4.21969 -1.71616
C -0.56435 -5.02102 -1.48798
C -1.79532 -4.43690 -1.23130
C -1.91838 -3.05307 -1.21747
C -2.90732 0.11087 -1.51144
C -3.50529 0.17539 -2.76818
C -4.87319 0.35943 -2.89922
C -5.67118 0.48415 -1.77044
C -5.09101 0.41881 -0.51250
C -3.72221 0.23267 -0.38983
H 1.21217 1.63341 -6.53583
H 0.90463 -0.79049 -6.14941
H -0.01073 -1.59650 -4.02359
H -0.32413 2.44853 -2.63988
H 0.58399 3.24564 -4.76562
H 1.30003 -2.22312 -1.85712
H 1.51178 -4.67119 -1.90708
H -0.46983 -6.09981 -1.51140
H -2.66517 -5.05926 -1.05801
H -2.89180 -2.60570 -1.04227
H -2.89778 0.08995 -3.66313
H -5.31584 0.41011 -3.88614
H -6.73849 0.63519 -1.87116
H -5.70279 0.52099 0.37545
H -3.28574 0.19242 0.59900
C 9.62637 4.48673 -4.47480
C 8.28804 3.80403 -4.41485
O 8.13558 2.61660 -4.44242
S 6.90707 4.97644 -4.32875
C 5.70906 4.00659 -3.44924
C 5.18027 2.83514 -3.98025
C 4.23414 2.12181 -3.26867
C 3.77857 2.57748 -2.02562
C 4.30550 3.76663 -1.51266
C 5.26570 4.46981 -2.21456
C 2.79000 1.84563 -1.30994
C 1.91514 1.21604 -0.74288
H 10.40831 3.74382 -4.60682
H 9.78458 5.05317 -3.55749
H 9.63987 5.19744 -5.30371
H 5.51544 2.48343 -4.94513
H 3.82336 1.20684 -3.67478
H 3.95635 4.12742 -0.55420
H 5.68158 5.38147 -1.80496
```

The spin multiplicity is 2. The value obtained for the gap between HOMO and LUMO (alpha / beta) is 0.230 / 0.262 Eh. For the total energy, the calculation gives -4765.626732 Ha.

Here is a cluster of 2 separate species, C12H18NO in total in a non-equilibrium geometry from the OMol25 dataset. Energies are from ωB97M-V with the def2-TZVPD basis set.

Structure (XYZ):
```
32
Properties=species:S:1:pos:R:3
C 5.30272 -0.93030 -0.85007
C 5.24826 -0.98244 0.56443
C 4.40017 -0.16678 -1.55328
C 4.30265 -0.24672 1.13533
C 3.31214 0.48239 -0.94523
C 3.33355 0.49465 0.46261
C -1.41585 0.99148 -0.36864
C 1.69882 2.16582 0.85796
C -2.03014 -1.19456 0.67396
C -3.38272 -0.37580 -1.40919
C -3.35980 0.83282 1.00562
C -2.52831 0.06133 -0.09982
N -0.31058 1.03171 0.32391
O 2.38162 1.23042 1.28298
H 6.28687 -1.24432 -1.20054
H 5.79405 -1.56564 1.28306
H 4.56122 -0.08135 -2.65122
H 4.10464 -0.02342 2.15081
H 2.58752 1.02813 -1.47080
H -1.57468 1.59982 -1.21571
H 1.23868 2.70673 1.65910
H -1.37745 -0.86175 1.46038
H -1.38820 -1.85604 -0.00224
H -2.88514 -1.74128 1.00370
H -4.19852 -0.96299 -1.00234
H -3.99653 0.44484 -1.93074
H -2.76135 -0.95156 -2.07869
H -4.22034 0.16242 1.44088
H -3.52838 1.85441 0.62883
H -2.69261 0.89771 1.81110
H 1.62018 2.58449 -0.15182
H -0.29906 0.44318 1.14227
```

The value obtained for the gap between HOMO and LUMO is 0.320 Eh. For the total energy, the calculation gives -597.669030 Ha. The net charge is +1.

Here is a structure of composition C36H39F6IrN3O3PTe in a non-equilibrium geometry from the OMol25 dataset. Energies are from ωB97M-V with the def2-TZVPD basis set.

Structure (XYZ):
```
90
Properties=species:S:1:pos:R:3
Ir 0.15126 -0.42646 -0.58548
O -0.98921 -2.14562 -0.70635
C -0.46349 -3.34943 -0.70065
C -1.05402 -4.35285 -1.49414
C -0.56481 -5.63793 -1.49394
C 0.52616 -5.99338 -0.69591
C 1.08523 -5.04697 0.12572
C 0.60489 -3.73160 0.14142
C 1.23480 -2.77432 0.99398
N 1.13584 -1.49844 0.90605
C 1.83815 -0.67393 1.87100
C 0.75607 -0.03455 2.73042
N -0.21372 0.52484 1.81602
C -1.33916 0.93532 2.24709
C -2.31396 1.58254 1.41209
C -3.58910 1.86535 1.91140
C -4.55727 2.43453 1.11584
C -4.25633 2.72527 -0.21588
C -3.00062 2.48203 -0.72465
C -1.97876 1.91999 0.07195
O -0.76936 1.73796 -0.39577
H -1.90801 -4.07896 -2.09976
H -1.02478 -6.38413 -2.12943
H 0.92892 -6.99572 -0.73412
H 1.93619 -5.29748 0.74797
H 1.86587 -3.18910 1.77792
H 2.38755 0.09899 1.32761
H 2.54242 -1.25316 2.47012
H 1.18366 0.75030 3.36052
H 0.30226 -0.79117 3.38241
H -1.60320 0.80639 3.30503
H -3.81360 1.61291 2.94189
H -5.54322 2.63975 1.50941
H -5.01978 3.14192 -0.86096
H -2.76195 2.70122 -1.75901
C -1.89572 -1.39267 -3.41146
C -1.14885 -0.07942 -3.35469
O -1.31305 0.71489 -4.30938
N -0.32909 0.20464 -2.34126
Te 0.06714 2.45738 -2.78958
C 0.22869 4.65821 -3.26207
C -0.50497 5.57039 -2.50895
C -1.30838 5.18919 -1.28976
C -0.48989 6.91185 -2.89115
C 0.21840 7.34762 -3.99750
C 0.21594 8.79543 -4.40421
C 0.92474 6.40598 -4.74054
C 0.93112 5.06029 -4.40412
C 1.66286 4.08338 -5.28265
C 2.11727 2.25467 -2.34100
C 2.63738 2.90537 -1.21526
C 1.78136 3.74593 -0.30320
C 3.99263 2.76755 -0.94890
C 4.83341 2.04448 -1.78363
C 6.29617 1.89600 -1.48517
C 4.28607 1.41605 -2.89382
C 2.92857 1.47109 -3.17444
C 2.39785 0.66987 -4.33119
H -2.69953 -1.28567 -4.13395
H -2.27765 -1.66476 -2.43355
H -1.20263 -2.16587 -3.74555
H -1.23291 4.12391 -1.08200
H -2.36002 5.44018 -1.43484
H -0.95370 5.73418 -0.41394
H -1.06188 7.62335 -2.30503
H -0.38508 9.39167 -3.71987
H -0.18982 8.91038 -5.41029
H 1.23214 9.19200 -4.40918
H 1.46927 6.72670 -5.62196
H 1.99677 4.56133 -6.20167
H 1.00469 3.25264 -5.54384
H 2.53505 3.68189 -4.76638
H 0.78071 3.32253 -0.21100
H 1.69475 4.76317 -0.69462
H 2.22175 3.80167 0.69180
H 4.39745 3.23678 -0.05849
H 6.60709 2.55509 -0.67575
H 6.89318 2.11223 -2.37149
H 6.49710 0.86441 -1.19249
H 4.92500 0.82672 -3.53938
H 3.05229 0.75671 -5.19850
H 1.39122 0.97098 -4.61564
H 2.36747 -0.38264 -4.04695
F 2.57713 -1.04654 -1.44824
P 3.78051 -2.19962 -1.73568
F 2.60774 -3.22903 -2.13791
F 4.86608 -1.09947 -1.28625
F 3.67365 -2.67706 -0.18480
F 3.86867 -1.68851 -3.25528
F 4.90990 -3.29510 -2.00382
```

The spin multiplicity is 5. The value obtained for the gap between HOMO and LUMO (alpha / beta) is 0.267 / 0.211 Eh. For the total energy, the calculation gives -3098.149542 Ha.